{"formula": "C24H41NP2Rh", "method": "ωB97M-V/def2-TZVPD", "lumo_energy_ha": [-0.126, -0.155], "charge": 1, "multiplicity": 5, "homo_energy_ev": [-9.2189, -9.1197], "orbital_gap_ev": [5.78, 4.90], "de_lowest_kcal_mol": 65.4, "elements": ["Rh", "C", "C", "C", "C", "C", "C", "H", "H", "H", "C", "H", "H", "H", "C", "H", "H", "H", "C", "H", "H", "H", "C", "H", "H", "H", "C", "C", "C", "C", "C", "C", "C", "C", "H", "H", "H", "H", "H", "H", "H", "H", "H", "H", "H", "H", "P", "C", "C", "P", "C", "C", "C", "H", "H", "H", "H", "H", "H", "H", "H", "H", "H", "H", "H", "H", "H", "N", "C"], "coordinates": [[-2.148, 2.026, -1.321], [-0.302, 0.197, 1.944], [-1.373, -0.549, 1.351], [0.632, -1.283, 0.462], [0.927, -0.262, 1.379], [-0.793, -1.445, 0.417], [-0.357, 1.185, 3.038], [-1.396, 1.397, 3.322], [0.152, 2.129, 2.752], [0.166, 0.800, 3.935], [2.284, 0.152, 1.774], [2.256, 1.011, 2.445], [2.900, 0.399, 0.904], [2.764, -0.676, 2.304], [1.633, -2.139, -0.197], [2.223, -2.653, 0.574], [2.334, -1.556, -0.812], [1.159, -2.902, -0.822], [-1.479, -2.493, -0.364], [-1.353, -3.490, 0.110], [-1.059, -2.561, -1.386], [-2.558, -2.289, -0.437], [-2.807, -0.491, 1.695], [-3.069, -1.260, 2.431], [-3.419, -0.673, 0.805], [-3.075, 0.481, 2.116], [-2.097, 4.150, -2.584], [-2.682, 4.507, -1.240], [-4.210, 4.450, -1.084], [-4.860, 3.334, -1.911], [-3.997, 2.101, -2.146], [-3.787, 1.816, -3.617], [-3.300, 2.957, -4.546], [-2.937, 4.296, -3.855], [-4.645, 5.428, -1.355], [-5.192, 3.740, -2.882], [-4.456, 4.323, -0.021], [-3.821, 4.916, -3.708], [-1.119, 4.640, -2.688], [-2.373, 5.532, -1.001], [-2.285, 4.827, -4.564], [-2.427, 2.589, -5.122], [-4.713, 1.362, -4.038], [-4.056, 3.161, -5.332], [-5.758, 3.010, -1.361], [-4.544, 1.250, -1.736], [-1.723, 3.708, 0.132], [-0.081, 4.458, 0.086], [-2.591, 3.545, 1.673], [-2.388, 0.389, -3.673], [-1.315, 1.536, -2.949], [-3.276, -0.945, -2.772], [-0.914, -0.358, -4.435], [0.637, 3.767, -0.360], [0.229, 4.693, 1.106], [-0.138, 5.359, -0.520], [-3.641, 3.256, 1.506], [-2.548, 4.479, 2.249], [-2.144, 2.730, 2.268], [-0.757, 0.220, -5.345], [-1.004, -1.418, -4.639], [-0.052, -0.198, -3.764], [-0.370, 1.731, -3.411], [-1.642, 3.107, -2.712], [-2.665, -1.856, -2.705], [-4.154, -1.193, -3.384], [-3.627, -0.669, -1.771], [0.885, 1.352, -1.135], [-0.278, 1.561, -1.094]], "forces_ev_per_a": [[0.7, -1.3, 2.3], [-0.2, -0.9, -0.6], [0.9, -0.3, -1.1], [1.1, 1.7, 1.7], [-0.4, -1.7, -1.4], [-1.0, 1.0, 1.3], [-0.2, 0.3, 0.4], [0.4, -0.1, 0.1], [-0.2, -0.4, 0.2], [-0.2, 0.2, -0.3], [0.4, 0.1, 0.1], [0.2, 0.0, 0.0], [0.0, 0.0, 0.1], [0.2, 0.1, 0.1], [0.3, -0.3, -0.3], [0.0, 0.0, -0.2], [-0.1, -0.1, 0.1], [0.2, 0.1, 0.0], [-0.4, -0.4, -0.3], [-0.1, 0.4, -0.3], [-0.2, -0.1, 0.4], [0.4, -0.2, 0.1], [-0.4, 0.0, 0.2], [-0.1, 0.1, 0.0], [-0.1, 0.1, 0.2], [-0.2, -0.1, 0.0], [1.1, 0.3, -0.8], [-0.3, 2.4, 1.8], [-0.1, 0.1, -0.1], [-0.7, 0.4, 0.0], [-0.9, -1.2, -0.1], [-1.4, -0.8, -2.3], [-0.1, 0.1, -0.4], [0.5, 0.2, -0.5], [0.2, -0.4, 0.0], [-0.2, -0.1, 0.5], [0.0, 0.0, -0.3], [0.1, 0.0, 0.0], [-0.3, 0.4, 0.0], [-0.4, 0.5, -0.6], [-0.4, 0.0, 0.1], [-0.3, 0.4, 0.3], [0.6, 0.2, 0.0], [0.3, -0.1, 0.6], [0.2, 0.2, -0.4], [-0.1, -0.1, -0.1], [-0.3, -1.4, -1.6], [0.0, -0.1, 0.7], [-0.2, 0.5, 1.2], [-0.4, 0.5, 2.1], [0.1, -1.3, -0.9], [0.3, -0.4, -0.1], [-0.1, -0.8, -1.6], [-0.2, 0.0, 0.1], [0.1, 0.2, -0.1], [0.0, 0.2, 0.1], [0.4, 0.2, -0.1], [-0.2, -0.2, 0.1], [0.0, 0.5, -0.4], [0.4, -0.3, -0.3], [-0.1, -0.1, -0.4], [-0.7, -0.1, -0.1], [0.3, 0.1, 0.1], [-0.4, 1.1, 0.1], [-0.1, 0.4, 0.0], [0.1, 0.2, 0.1], [0.2, 0.1, -0.3], [-2.4, 0.5, 0.1], [4.4, -0.8, 1.0]], "nbo_charge": [0.45, 0.15, -0.17, 0.00, -0.08, 0.09, -0.67, 0.21, 0.22, 0.25, -0.64, 0.21, 0.23, 0.22, -0.65, 0.23, 0.23, 0.21, -0.66, 0.24, 0.21, 0.21, -0.63, 0.22, 0.20, 0.20, -0.43, -0.52, -0.41, -0.40, -0.62, -0.30, -0.45, -0.41, 0.23, 0.20, 0.21, 0.22, 0.24, 0.23, 0.24, 0.21, 0.23, 0.24, 0.23, 0.21, 1.22, -0.97, -0.99, 1.35, -0.64, -0.96, -0.90, 0.30, 0.26, 0.25, 0.27, 0.26, 0.28, 0.25, 0.26, 0.28, 0.23, 0.27, 0.26, 0.26, 0.27, -0.48, 0.01]}


{"formula": "C24H42AlBF16NO3S", "method": "ωB97M-V/def2-TZVPD", "lumo_energy_ha": 0.069, "charge": -1, "homo_energy_ev": -3.7647, "orbital_gap_ev": 5.65, "elements": ["C", "C", "C", "C", "C", "C", "C", "C", "C", "C", "C", "C", "C", "C", "Al", "S", "B", "N", "O", "H", "H", "H", "H", "H", "H", "H", "H", "H", "H", "H", "H", "H", "H", "H", "H", "H", "H", "H", "H", "H", "H", "H", "H", "H", "H", "H", "H", "H", "H", "H", "H", "H", "H", "C", "C", "C", "F", "F", "F", "F", "O", "C", "C", "F", "F", "F", "F", "H", "H", "H", "H", "C", "C", "C", "F", "F", "F", "F", "O", "C", "C", "F", "F", "F", "F", "H", "H", "H", "H"], "coordinates": [[-2.327, 5.545, -4.813], [-1.506, 4.376, -4.258], [-1.129, 4.604, -2.781], [-1.179, 3.327, -1.942], [0.091, 2.446, -2.108], [0.746, 2.151, -0.764], [1.711, 0.971, -0.747], [1.111, -0.381, -1.143], [0.481, -1.170, 0.025], [-1.056, -1.242, 0.001], [-1.807, -0.297, 0.931], [-1.500, -0.475, 2.413], [-0.342, 0.372, 2.997], [-0.799, 1.416, 4.041], [-0.483, 3.329, 3.361], [0.376, 4.627, 5.076], [-2.355, 4.011, 2.575], [-3.221, 3.124, 1.739], [-2.900, 5.278, 2.810], [-3.358, 5.456, -4.478], [-1.931, 6.473, -4.407], [-2.298, 5.573, -5.899], [-2.072, 3.453, -4.359], [-0.585, 4.307, -4.835], [-0.140, 5.053, -2.733], [-1.859, 5.296, -2.358], [-1.247, 3.613, -0.896], [-2.053, 2.762, -2.254], [-0.227, 1.515, -2.574], [0.780, 2.944, -2.789], [1.327, 3.034, -0.492], [-0.003, 2.066, 0.019], [2.104, 0.890, 0.265], [2.560, 1.197, -1.395], [0.404, -0.287, -1.961], [1.934, -0.984, -1.527], [0.849, -2.193, -0.053], [0.867, -0.787, 0.965], [-1.361, -1.004, -1.020], [-1.381, -2.268, 0.169], [-2.869, -0.521, 0.791], [-1.693, 0.738, 0.611], [-1.327, -1.527, 2.634], [-2.396, -0.209, 2.973], [0.381, -0.307, 3.452], [0.171, 0.864, 2.171], [-0.169, 1.327, 4.926], [-1.835, 1.254, 4.336], [0.671, 3.225, 2.229], [0.854, 5.661, 4.383], [-2.873, 3.131, 0.782], [-3.133, 2.157, 2.038], [-3.808, 5.136, 3.129], [-1.249, -4.285, 6.657], [-1.324, -3.814, 5.196], [-0.491, -4.577, 4.155], [0.821, -4.608, 4.463], [-0.632, -3.970, 2.956], [-1.079, -2.494, 5.147], [-2.620, -4.015, 4.812], [-0.353, -3.650, 7.558], [0.978, -3.961, 7.641], [1.894, -2.813, 7.178], [1.556, -2.362, 5.962], [3.167, -3.281, 7.129], [1.262, -5.124, 7.016], [1.255, -4.135, 8.956], [-2.225, -4.033, 7.068], [-1.159, -5.370, 6.714], [-0.856, -5.605, 4.071], [1.836, -1.989, 7.892], [1.486, -3.204, -6.717], [2.858, -3.041, -7.388], [4.117, -3.220, -6.529], [4.146, -2.387, -5.474], [5.198, -2.964, -7.306], [2.905, -1.869, -8.056], [2.933, -4.043, -8.316], [0.789, -2.067, -6.238], [1.057, -1.496, -5.014], [1.652, -0.082, -5.129], [2.711, -0.052, -5.965], [2.054, 0.313, -3.906], [1.816, -2.307, -4.248], [-0.130, -1.339, -4.393], [0.843, -3.570, -7.514], [1.519, -3.988, -5.959], [4.180, -4.252, -6.170], [0.891, 0.606, -5.506]], "forces_ev_per_a": [[0.2, -0.4, 0.3], [0.3, 0.6, 0.2], [-0.8, -0.5, -0.2], [1.1, 0.3, -0.4], [-0.9, -0.1, 0.2], [0.5, 0.3, -0.3], [-0.4, 0.1, -0.1], [0.5, -0.2, 0.6], [-0.1, -0.2, -0.5], [0.3, 0.5, -0.3], [-0.3, -0.5, 0.0], [0.1, 0.4, 0.3], [-0.5, -0.2, 0.1], [0.6, 0.6, -0.3], [0.1, -0.3, 0.0], [0.0, -0.2, 0.4], [0.1, 0.4, -0.2], [-0.3, -0.3, 0.3], [-0.1, -0.3, 0.6], [-0.2, 0.1, 0.0], [0.0, 0.2, -0.2], [-0.1, 0.1, -0.1], [0.0, -0.2, -0.1], [0.0, -0.3, -0.2], [0.1, 0.2, 0.2], [0.1, 0.2, 0.1], [-0.2, -0.1, 0.2], [-0.3, -0.1, 0.3], [0.2, -0.1, -0.2], [0.2, -0.1, -0.1], [-0.1, 0.1, 0.2], [-0.2, -0.2, 0.1], [0.2, 0.0, 0.1], [0.0, 0.0, -0.1], [-0.1, 0.0, -0.1], [0.1, -0.1, -0.2], [0.1, -0.1, 0.1], [-0.1, 0.0, 0.2], [-0.1, -0.1, -0.1], [-0.1, -0.1, 0.3], [-0.1, 0.1, -0.1], [0.2, 0.2, 0.1], [0.0, -0.2, -0.1], [-0.1, 0.0, 0.1], [0.2, -0.1, 0.0], [0.2, 0.1, -0.1], [-0.1, -0.1, 0.3], [-0.1, -0.1, 0.2], [0.1, 0.0, -0.1], [0.0, 0.0, -0.2], [-0.2, 0.1, 0.0], [0.2, 0.0, -0.1], [0.0, 0.2, -0.8], [-0.3, -0.4, 0.4], [0.4, 0.5, 0.4], [-0.1, -0.1, -0.2], [0.0, 0.1, 0.1], [0.0, 0.0, 0.1], [0.0, -0.1, -0.2], [0.0, -0.1, 0.0], [0.3, 0.4, -0.5], [-0.4, -0.2, 0.0], [0.1, 0.1, 0.0], [0.0, -0.2, -0.1], [-0.1, 0.0, 0.0], [0.0, 0.2, 0.1], [0.0, -0.1, 0.0], [0.0, 0.0, 0.0], [0.1, 0.0, -0.1], [0.0, 0.0, 0.0], [0.0, 0.0, 0.0], [-0.5, -0.5, 0.2], [-0.2, 0.6, 0.1], [0.2, -0.2, 0.0], [-0.1, 0.1, -0.1], [-0.1, 0.0, 0.1], [0.1, -0.1, 0.1], [0.0, -0.1, 0.0], [0.6, 0.4, -0.2], [-0.1, -0.4, -0.1], [0.0, 0.2, 0.0], [0.1, -0.2, 0.0], [0.1, 0.0, -0.1], [-0.1, 0.2, -0.1], [0.0, -0.1, 0.1], [0.0, 0.0, -0.1], [0.2, 0.0, 0.1], [0.0, 0.0, 0.0], [0.0, 0.0, 0.0]], "lowdin_charge": [-0.12, -0.27, -0.22, -0.20, -0.19, -0.21, -0.20, -0.21, -0.17, -0.20, -0.21, -0.21, -0.29, -0.29, 0.07, 0.24, -0.65, 0.08, 0.01, 0.07, 0.07, 0.06, 0.10, 0.10, 0.11, 0.10, 0.09, 0.10, 0.09, 0.11, 0.11, 0.07, 0.11, 0.10, 0.07, 0.09, 0.10, 0.09, 0.10, 0.10, 0.10, 0.09, 0.08, 0.09, 0.09, 0.04, 0.03, 0.03, -0.07, -0.29, 0.03, 0.02, 0.07, -0.04, -0.44, -0.30, 0.10, 0.10, 0.15, 0.10, 0.05, -0.54, -0.29, 0.11, 0.09, 0.14, 0.13, 0.15, 0.14, 0.17, 0.18, -0.05, -0.44, -0.31, 0.10, 0.09, 0.13, 0.09, 0.05, -0.53, -0.28, 0.10, 0.10, 0.15, 0.14, 0.15, 0.15, 0.17, 0.18]}


{"formula": "C24H42As2N5O2Pd", "method": "ωB97M-V/def2-TZVPD", "lumo_energy_ha": [-0.104, -0.104], "charge": 1, "homo_energy_ev": [-9.9514, -9.9504], "orbital_gap_ev": [7.11, 7.11], "de_lowest_kcal_mol": 13.3, "elements": ["Pd", "C", "As", "C", "C", "C", "C", "C", "C", "C", "As", "C", "C", "H", "H", "H", "H", "H", "H", "H", "H", "H", "H", "H", "H", "H", "H", "H", "H", "C", "C", "C", "C", "N", "N", "H", "H", "H", "H", "H", "H", "H", "H", "H", "H", "H", "H", "O", "C", "C", "C", "C", "O", "N", "H", "H", "H", "H", "N", "C", "N", "C", "C", "C", "C", "C", "H", "H", "H", "H", "H", "H", "H", "H", "H", "H"], "coordinates": [[0.037, -0.332, 0.106], [3.496, 0.784, -0.672], [2.390, -0.436, 0.308], [3.168, -2.178, 0.044], [2.867, -0.130, 2.161], [4.206, 0.083, 2.485], [4.583, 0.277, 3.803], [3.624, 0.253, 4.807], [2.293, 0.030, 4.490], [1.901, -0.168, 3.167], [0.055, -0.554, 2.698], [-0.929, 0.310, 4.122], [-0.010, -2.416, 3.285], [4.529, 0.443, -0.625], [3.398, 1.772, -0.228], [3.145, 0.822, -1.700], [4.243, -2.101, 0.205], [2.969, -2.532, -0.966], [2.734, -2.864, 0.770], [4.965, 0.114, 1.711], [5.622, 0.454, 4.047], [3.914, 0.408, 5.838], [1.558, 0.017, 5.284], [-0.549, 1.319, 4.252], [-0.847, -0.274, 5.039], [-1.972, 0.381, 3.820], [0.276, -2.510, 4.333], [0.682, -3.000, 2.675], [-1.023, -2.791, 3.143], [-4.616, -1.155, -0.787], [-4.142, -1.178, 0.668], [-4.622, -2.453, 1.350], [-4.651, 0.046, 1.421], [-2.663, -1.221, 0.783], [-1.994, -0.165, 0.085], [-5.696, -1.292, -0.836], [-4.153, -1.961, -1.362], [-4.403, -0.206, -1.284], [-5.710, -2.494, 1.353], [-4.272, -2.495, 2.381], [-4.259, -3.341, 0.825], [-5.738, 0.014, 1.501], [-4.398, 0.979, 0.913], [-4.236, 0.077, 2.429], [-2.314, -2.079, 0.367], [-2.157, 0.700, 0.597], [-2.351, -0.066, -0.866], [-0.865, 2.662, 2.111], [-0.376, 2.836, 1.010], [-0.121, 4.188, 0.356], [0.394, 3.841, -1.043], [0.454, 2.328, -1.033], [0.818, 1.596, -1.936], [0.018, 1.830, 0.169], [0.604, 4.729, 0.964], [-1.040, 4.771, 0.361], [1.381, 4.244, -1.269], [-0.272, 4.161, -1.844], [-0.109, -2.394, -0.598], [0.173, -3.510, -0.450], [0.499, -4.760, -0.291], [-0.017, -5.541, 0.849], [1.151, -6.152, 1.605], [2.153, -6.836, 0.644], [1.658, -6.846, -0.800], [1.360, -5.437, -1.290], [-0.689, -6.308, 0.461], [-0.608, -4.876, 1.477], [0.755, -6.862, 2.332], [1.653, -5.368, 2.175], [2.347, -7.858, 0.968], [3.112, -6.315, 0.680], [0.769, -7.472, -0.900], [2.412, -7.277, -1.460], [0.862, -5.443, -2.261], [2.288, -4.868, -1.383]], "forces_ev_per_a": [[0.2, -0.1, 0.1], [0.1, 0.0, -0.2], [-0.4, 0.3, 0.4], [0.1, -0.1, -0.2], [0.0, 0.0, 0.1], [0.0, 0.0, 0.0], [0.0, 0.0, 0.0], [0.0, 0.0, 0.0], [0.1, 0.0, 0.0], [0.1, 0.0, 0.1], [0.0, -0.2, 0.2], [0.0, 0.0, 0.1], [0.0, 0.0, 0.2], [0.0, 0.1, 0.0], [0.0, 0.0, 0.0], [0.0, 0.0, 0.0], [0.0, -0.1, 0.0], [0.0, 0.0, 0.0], [0.0, 0.0, 0.0], [0.0, 0.0, 0.0], [0.0, 0.0, 0.0], [0.0, 0.0, 0.0], [0.0, 0.0, 0.0], [0.0, 0.0, 0.0], [0.0, 0.1, 0.0], [0.0, 0.0, 0.0], [0.0, 0.0, 0.0], [0.0, 0.0, 0.0], [0.0, 0.0, 0.0], [0.0, 0.0, 0.0], [0.0, 0.0, 0.0], [0.0, -0.1, 0.0], [0.0, 0.0, 0.0], [0.0, 0.0, 0.0], [-0.6, 0.0, 0.0], [0.0, 0.0, 0.0], [0.0, 0.0, 0.0], [0.0, 0.0, 0.0], [0.0, 0.0, 0.0], [0.0, 0.0, 0.0], [0.0, 0.0, 0.0], [0.0, 0.0, 0.0], [0.0, 0.0, 0.0], [0.0, 0.0, 0.0], [0.0, 0.0, 0.0], [-0.1, 0.0, -0.1], [0.0, 0.2, 0.0], [-0.1, 0.0, 0.0], [0.0, -0.2, 0.2], [0.0, 0.0, 0.0], [0.0, 0.1, 0.1], [-0.1, -0.2, 0.1], [0.1, 0.3, -0.3], [0.4, -0.2, -0.8], [0.0, 0.0, 0.0], [0.0, 0.0, 0.0], [0.0, 0.0, 0.0], [0.0, 0.0, 0.0], [0.1, 0.3, 0.1], [0.1, 0.0, 0.0], [-0.1, 0.1, -0.1], [0.0, 0.0, -0.1], [0.0, 0.0, 0.0], [0.0, 0.0, 0.0], [0.0, 0.0, -0.1], [0.0, 0.0, 0.1], [0.0, 0.0, 0.0], [0.0, 0.0, 0.0], [0.0, 0.0, 0.0], [0.0, 0.0, 0.0], [0.0, 0.0, 0.0], [0.0, 0.0, 0.0], [0.0, 0.0, 0.0], [0.0, 0.0, 0.0], [0.0, 0.0, 0.0], [0.0, 0.0, 0.0]], "lowdin_charge": [0.53, -0.25, 1.12, -0.26, -0.40, -0.10, -0.07, -0.06, -0.09, -0.40, 1.14, -0.28, -0.29, 0.04, 0.05, 0.03, 0.04, 0.03, 0.02, 0.10, 0.11, 0.11, 0.10, 0.03, 0.03, 0.02, 0.03, 0.00, 0.02, -0.04, -0.63, -0.04, -0.04, -0.05, -0.09, 0.09, 0.09, 0.08, 0.09, 0.09, 0.08, 0.09, 0.08, 0.08, 0.08, 0.08, 0.11, 0.03, -0.51, -0.07, -0.07, -0.55, -0.01, 0.01, 0.12, 0.12, 0.12, 0.12, 0.10, -0.25, -0.07, -0.13, -0.16, -0.17, -0.18, -0.12, 0.13, 0.11, 0.12, 0.10, 0.11, 0.11, 0.12, 0.12, 0.13, 0.12]}


no.,calculated total energy (eV)
1,-48613.4880
2,-94793.7784
3,-162267.1967